(1)
DFT (ωB97M-V with the def2-TZVPD basis set) results for one molecule with the formula C33H32BF3O4.

```
73
C33H32BF3O4, DFT ωB97M-V with the def2-TZVPD basis set
C -2.146 3.783 0.481
C -1.033 3.174 1.193
C -0.925 2.871 2.550
C 0.126 1.992 2.713
C 0.673 1.679 1.339
B -2.073 -2.187 -0.247
C 2.196 1.670 1.242
C 2.834 0.697 2.007
C 4.195 0.465 1.859
C 4.918 1.260 0.982
C 6.372 0.934 0.785
F 6.616 -0.404 0.938
F 6.814 1.269 -0.464
F 7.172 1.589 1.684
C 4.317 2.310 0.312
C 2.944 2.530 0.443
O -2.988 -2.250 0.767
C -3.901 -1.146 0.528
C -5.259 -1.603 0.997
C -3.541 0.072 1.369
C -3.725 -0.907 -1.022
C -4.613 -1.841 -1.844
C -3.910 0.515 -1.501
O -2.368 -1.328 -1.281
O 0.062 2.766 0.523
H -2.626 4.489 1.164
H -1.831 4.296 -0.429
H -2.912 3.030 0.227
H -1.540 3.355 3.324
H 0.642 1.730 3.640
H 2.269 0.083 2.717
H 4.678 -0.343 2.394
H 4.917 2.940 -0.340
H 2.483 3.368 -0.079
H -6.030 -0.894 0.677
H -5.495 -2.603 0.626
H -5.262 -1.615 2.092
H -4.323 0.839 1.263
H -3.495 -0.199 2.433
H -2.586 0.532 1.091
H -5.611 -1.399 -1.968
H -4.150 -1.979 -2.830
H -4.703 -2.824 -1.358
H -4.928 0.852 -1.256
H -3.186 1.215 -1.061
H -3.799 0.550 -2.592
C 4.123 -0.695 -4.164
C 4.099 0.215 -3.101
C 2.943 0.327 -2.340
C 1.862 -0.550 -2.548
C 0.841 -0.543 -1.519
O 0.280 -1.726 -1.251
C -0.319 -1.931 0.030
C 0.021 -0.999 1.112
C -0.037 -1.517 2.406
C -0.166 -2.906 2.619
C -0.183 -3.821 1.566
C -0.278 -3.371 0.261
C 0.093 0.481 0.640
C 0.556 0.559 -0.761
C 1.863 -1.436 -3.637
C 2.993 -1.490 -4.452
H 5.015 -0.769 -4.789
H 4.955 0.850 -2.860
H 2.863 1.043 -1.522
H -0.022 -0.862 3.281
H -0.280 -3.283 3.636
H -0.144 -4.900 1.738
H -0.046 -3.977 -0.617
H -0.989 0.645 0.521
H 0.711 1.543 -1.199
H 0.982 -2.060 -3.827
H 3.000 -2.157 -5.315
```

Energy ... -51755.1651 eV
F_max ... 4.264 eV/Å
ΔE to the lowest compared entry with this formula, charge and spin ... 0.0 kJ/mol
HOMO level ... -4.61 eV

(2)
DFT (ωB97M-V with the def2-TZVPD basis set) results for C33H32IIrN6O5 as an isolated structure.

```
78
C33H32IIrN6O5, DFT ωB97M-V with the def2-TZVPD basis set
Ir -0.450 -0.016 -0.261
C 1.491 0.445 -4.416
C 2.361 -0.130 -3.343
N 3.558 -0.564 -3.654
C 4.339 -1.094 -2.696
C 3.970 -1.196 -1.380
C 4.903 -1.841 -0.387
O 4.315 -2.971 0.256
C 2.683 -0.728 -1.009
C 2.299 -0.841 0.377
N 1.140 -0.641 0.906
C 0.990 -1.117 2.262
C 1.545 -2.361 2.566
C 1.454 -2.893 3.838
C 0.782 -2.201 4.833
C 0.200 -0.980 4.543
C 0.297 -0.440 3.267
I -0.607 1.406 2.960
C 1.864 -0.207 -2.010
O 0.652 0.281 -1.830
H 2.043 0.462 -5.351
H 1.170 1.456 -4.159
H 0.586 -0.154 -4.537
H 5.308 -1.454 -3.022
H 5.175 -1.150 0.412
H 5.829 -2.117 -0.895
H 4.293 -3.703 -0.370
H 3.079 -1.166 1.054
H 2.021 -2.935 1.782
H 1.892 -3.860 4.042
H 0.704 -2.610 5.831
H -0.326 -0.432 5.313
C -5.347 -1.539 -2.684
C -5.548 -0.285 -2.120
C -4.469 0.470 -1.692
C -3.185 -0.048 -1.829
C -2.969 -1.298 -2.389
C -4.060 -2.038 -2.821
N -2.062 0.721 -1.363
N -2.169 1.956 -1.507
C -1.118 2.682 -0.962
C -1.056 4.058 -1.182
C 0.032 4.754 -0.698
C 1.040 4.072 -0.016
C 0.960 2.705 0.217
C -0.143 1.996 -0.233
H -6.193 -2.122 -3.020
H -6.551 0.110 -2.016
H -4.614 1.445 -1.250
H -1.961 -1.671 -2.492
H -3.900 -3.008 -3.274
H -1.845 4.543 -1.741
H 0.114 5.820 -0.858
H 1.900 4.620 0.347
H 1.754 2.208 0.759
N -1.952 -0.726 0.901
C -2.729 -1.231 1.588
N -3.610 -1.764 2.366
C -3.385 -3.086 2.992
C -4.429 -4.046 2.454
O -5.734 -3.530 2.645
C -5.930 -2.327 1.933
C -4.987 -1.247 2.438
H -3.496 -2.962 4.071
H -2.372 -3.411 2.764
H -4.381 -4.992 2.989
H -4.250 -4.232 1.387
H -6.965 -2.027 2.089
H -5.764 -2.487 0.859
H -5.200 -1.005 3.480
H -5.059 -0.341 1.836
C -0.151 -4.302 -1.337
C -0.360 -3.106 -0.434
O -0.535 -3.225 0.770
O -0.311 -1.974 -1.075
H -0.176 -5.222 -0.760
H 0.806 -4.209 -1.853
H -0.925 -4.322 -2.105
```

Energy ... -64851.1571 eV
F_max ... 1.103 eV/Å
Charge ... +1
Spin multiplicity ... 2
ΔE to the lowest compared entry with this formula, charge and spin ... 2.5 kJ/mol
HOMO level (spin up / spin down) ... -11.05 / -10.90 eV
<S²> ... 0.758

(3)
DFT (ωB97M-V with the def2-TZVPD basis set) results for C33H32IrNSeSi as an isolated structure.

```
69
C33H32IrNSeSi, DFT ωB97M-V with the def2-TZVPD basis set
Ir -0.354 -0.109 -0.905
N -1.964 1.638 -0.844
C -1.956 2.356 -2.081
C -1.782 3.734 -2.078
C -1.797 4.445 -3.264
C -1.980 3.774 -4.464
C -2.133 2.398 -4.466
C -2.122 1.661 -3.282
C -2.264 0.184 -3.351
C -3.267 -0.345 -4.169
C -3.368 -1.710 -4.378
C -2.450 -2.575 -3.795
C -1.472 -2.067 -2.958
C -1.386 -0.697 -2.697
H -1.885 2.265 -0.053
H -2.798 1.071 -0.726
H -1.642 4.256 -1.137
H -1.681 5.520 -3.253
H -1.992 4.320 -5.397
H -2.241 1.874 -5.408
H -3.976 0.334 -4.627
H -4.159 -2.101 -5.005
H -2.503 -3.638 -3.986
H -0.760 -2.749 -2.505
C 1.378 -4.114 3.938
C 0.014 -3.911 4.106
C -0.672 -3.048 3.265
C -0.001 -2.385 2.236
C 1.372 -2.574 2.097
C 2.061 -3.431 2.944
Si -1.056 -1.475 0.965
C -2.241 -0.274 1.832
C -1.845 0.510 2.917
C -2.763 1.310 3.580
C -4.086 1.347 3.157
C -4.492 0.582 2.071
C -3.572 -0.217 1.408
H 1.903 -4.807 4.581
H -0.519 -4.433 4.890
H -1.735 -2.891 3.413
H 1.911 -2.043 1.317
H 3.129 -3.569 2.825
H -1.956 -2.552 0.444
H -0.815 0.475 3.256
H -2.453 1.899 4.433
H -4.805 1.963 3.681
H -5.528 0.595 1.756
H -3.893 -0.833 0.571
C 6.084 -0.407 2.206
C 4.977 0.053 1.306
C 4.554 1.379 1.314
C 3.533 1.819 0.492
C 3.108 3.262 0.505
C 2.895 0.887 -0.349
Se 1.498 1.507 -1.473
C 3.318 -0.461 -0.395
C 2.725 -1.474 -1.333
C 4.359 -0.840 0.434
H 6.268 0.317 2.997
H 7.007 -0.530 1.635
H 5.848 -1.370 2.657
H 5.031 2.084 1.984
H 3.594 3.814 1.307
H 2.029 3.348 0.636
H 3.371 3.738 -0.443
H 1.637 -1.558 -1.204
H 3.149 -2.460 -1.157
H 2.902 -1.202 -2.375
H 4.708 -1.867 0.398
```

Energy ... -112284.5594 eV
F_max ... 1.315 eV/Å
Charge ... +1
Spin multiplicity ... 6
ΔE to the lowest compared entry with this formula, charge and spin ... 17.5 kJ/mol
HOMO level (spin up / spin down) ... -10.31 / -11.36 eV
<S²> ... 8.774

- F_max of number 1 (C33H32BF3O4)?
  4.264 eV/Å